1.
Below is 2 unconnected molecules or ions with the total composition C15H11N7O6, with properties calculated with the ωB97M-V functional and the def2-TZVPD basis.

Geometry as XYZ:
```
39
Properties=species:S:1:pos:R:3:forces:R:3:lowdin_charge:R:1
C 4.4451 1.4689 -1.1501 0.365 -0.182 -0.022 -0.066
C 3.0907 2.0398 -0.8639 -0.506 0.040 0.560 -0.283
C 2.5053 1.8338 0.3950 -0.102 0.147 0.109 0.029
C 1.2502 2.3815 0.6686 -0.591 0.673 -1.005 -0.205
C 0.5810 3.0786 -0.3704 0.209 -0.269 0.372 -0.198
C 1.1367 3.2954 -1.6220 0.200 0.002 -0.131 -0.020
C 2.4151 2.7781 -1.8532 -0.456 0.084 0.283 -0.051
N -0.6479 3.4237 0.1676 -0.244 0.213 -0.345 0.138
C -0.7063 2.9654 1.4539 1.635 -0.357 -0.781 -0.355
C -1.9517 3.1443 2.2363 -0.039 -0.025 0.327 0.000
N 0.4303 2.3685 1.7901 -0.947 -0.018 0.423 0.140
H 4.7705 1.7434 -2.1583 0.038 -0.092 0.183 0.073
H 5.1890 1.8329 -0.4304 -0.109 -0.021 -0.179 0.083
H 4.4422 0.3741 -1.0732 -0.021 0.193 -0.072 0.084
H 2.9917 1.2536 1.1783 0.118 0.103 -0.262 0.122
H 0.5793 3.8548 -2.3741 0.279 -0.167 0.059 0.109
H 2.9052 2.9369 -2.8141 -0.184 -0.038 0.216 0.107
H -1.3976 3.8977 -0.3198 0.252 -0.155 0.163 0.164
H -1.8576 2.6396 3.1999 -0.096 0.096 -0.126 0.065
H -2.1478 4.2112 2.4068 -0.019 -0.246 -0.001 0.090
H -2.7990 2.7111 1.6860 0.185 0.121 0.215 0.093
O -2.2020 1.1758 9.3978 0.280 -0.435 -1.219 0.097
N -2.0047 0.7232 8.2843 0.718 0.070 -1.292 -0.152
C -1.1841 1.0349 7.2183 -1.322 -0.144 1.788 -0.053
C -1.4521 0.1202 6.1818 -1.380 -1.683 0.042 -0.125
N -2.4027 -0.7808 6.5685 1.823 2.039 -0.464 0.156
O -2.7420 -0.3987 7.8438 0.175 0.172 0.265 0.044
C -0.7338 0.2697 4.9063 1.201 1.710 0.234 -0.043
N -0.8233 -0.6966 3.8269 0.255 -1.550 -2.379 -0.314
O -1.7311 -1.5488 3.7965 1.323 1.841 0.765 0.078
O 0.0629 -0.6304 2.9427 -1.575 0.083 1.812 0.052
C 0.1358 1.3651 4.7222 -1.088 -1.992 -0.326 0.108
C 0.3840 2.2056 5.8137 0.918 2.017 1.735 -0.088
N 1.2791 3.2727 5.9609 -0.699 -1.105 -0.811 -0.148
O 2.0949 3.7794 5.2099 -0.957 -0.457 1.056 0.099
O 1.1295 3.7555 7.2838 -0.008 -0.337 -0.929 0.046
N 0.1775 3.0404 7.9658 -0.800 -2.097 -2.001 0.154
C -0.2512 2.0940 7.0733 1.208 2.214 1.836 -0.127
H 0.5909 1.6125 3.7596 -0.040 -0.447 -0.101 0.097
```
Forces are in eV/Å.

Its multiplicity is 1. The calculation puts the LUMO energy at -2.12 eV. As for the relative energy (zero: lowest compared OMol25 entry of this formula, charge and spin): 0.0 kJ/mol.


2.
Below is a molecular structure, C15H12AuBrN3S, with properties calculated with the ωB97M-V functional and the def2-TZVPD basis.

Geometry as XYZ:
```
33
Properties=species:S:1:pos:R:3:forces:R:3:lowdin_spin:R:1
Au 0.2582 -0.3403 -1.2655 -0.311 0.156 0.180 0.309
C -2.3090 4.5891 -2.1656 0.070 0.129 -0.218 0.000
C -2.1787 3.4033 -1.2748 -0.007 -0.403 0.286 0.001
C -2.7699 3.3554 -0.0123 0.217 -0.148 -0.217 0.002
C -2.6303 2.2313 0.7826 0.120 -0.226 -0.074 0.002
C -1.8639 1.1855 0.2985 -0.142 -0.091 0.304 0.005
Br -1.5918 -0.3769 1.3275 -0.116 0.190 0.044 0.004
N -1.2716 1.2205 -0.8929 0.460 -0.622 0.224 0.056
C -1.4372 2.2910 -1.6635 -0.200 0.566 -0.223 0.006
H -2.9276 5.3527 -1.7030 -0.017 0.054 -0.038 0.000
H -2.7473 4.3153 -3.1244 -0.072 0.004 -0.009 0.000
H -1.3285 5.0140 -2.3736 0.040 0.101 -0.002 0.000
H -3.3306 4.2009 0.3563 -0.102 0.080 -0.006 0.000
H -3.0915 2.1663 1.7552 0.004 -0.030 0.048 0.000
H -0.9488 2.2551 -2.6255 0.075 0.073 -0.100 0.001
S 1.5906 1.6217 -0.0176 -0.429 0.127 -0.162 0.485
C 3.0165 0.8950 0.3388 -0.455 0.342 -0.137 0.060
N 4.0192 0.3858 0.5900 0.924 -0.421 0.241 0.172
C 1.3201 -2.1346 -1.7574 0.355 -0.562 0.194 0.231
C 1.4237 -2.6352 -0.4182 -0.115 0.337 -0.315 0.118
C 2.5250 -2.2888 0.4111 0.251 0.121 0.240 0.126
C 2.5111 -2.5527 1.7535 0.048 0.010 -0.123 -0.019
C 1.4204 -3.2368 2.3183 0.092 0.119 -0.716 0.166
C 0.3948 -3.7341 1.4912 -0.133 0.067 -0.282 -0.010
C 0.3995 -3.4393 0.1544 -0.307 -0.154 0.298 0.118
C 1.3657 -3.4425 3.7108 0.076 -0.169 0.275 0.019
N 1.3410 -3.6265 4.8423 -0.066 -0.021 0.450 0.103
H 0.6799 -2.7013 -2.4237 -0.239 0.100 -0.060 0.024
H 2.2506 -1.8282 -2.2213 0.095 0.208 -0.016 0.019
H 3.3758 -1.7822 -0.0181 -0.023 0.064 -0.053 0.005
H 3.3286 -2.2343 2.3825 0.055 0.020 0.028 -0.003
H -0.4000 -4.3242 1.9235 -0.019 -0.031 0.018 -0.003
H -0.3936 -3.8050 -0.4792 -0.130 0.011 -0.079 0.003
```
Forces are in eV/Å.

Its multiplicity is 3. The calculation puts the LUMO energy (spin up / spin down) at -3.51 / -7.10 eV. The charge is +1. As for the expectation value of S²: 2.051.


3.
Below is C15H12FN3O2S2 in the gas phase, with properties calculated with the ωB97M-V functional and the def2-TZVPD basis.

Geometry as XYZ:
```
35
Properties=species:S:1:pos:R:3:forces:R:3:lowdin_charge:R:1
C -4.9007 -0.9823 -1.5132 -0.054 -0.009 -0.056 -0.034
C -3.7672 -0.8553 -0.5580 -0.111 0.115 0.184 -0.316
C -3.8233 -0.2451 0.6526 0.203 -0.065 -0.008 -0.351
S -2.3268 -0.2650 1.5224 -0.005 -0.209 -0.376 1.076
C -1.5793 -1.1211 0.2302 -0.687 -0.037 -0.380 -0.527
N -0.2783 -1.4925 0.2548 0.369 -0.221 0.004 0.018
C 0.1449 -2.1457 -0.7813 0.065 0.167 0.540 -0.623
S 1.8042 -2.6985 -0.8473 0.273 -0.152 -0.051 1.021
C 2.3897 -2.3131 0.8365 -0.062 -0.024 -0.290 -0.340
C 2.9844 -0.9095 0.9400 -0.306 -0.317 -0.011 -0.530
O 4.1690 -0.7336 1.1045 0.344 -0.005 0.035 0.076
N 2.0401 0.0543 0.8276 -0.508 0.168 -0.021 0.137
C 2.2240 1.4360 0.8167 0.058 0.276 -0.057 -0.146
C 3.4178 2.0686 1.1517 0.046 -0.053 0.028 -0.003
C 3.5075 3.4490 1.1212 -0.054 0.110 -0.014 -0.083
C 2.4195 4.2255 0.7617 0.055 0.014 0.010 -0.090
C 1.2232 3.6164 0.4194 -0.062 -0.212 0.001 -0.014
C 1.1443 2.2415 0.4486 0.138 0.091 0.005 -0.203
F -0.0221 1.6397 0.0975 0.192 -0.012 0.074 0.047
N -0.6313 -2.4480 -1.8479 0.175 -0.064 -0.104 0.142
C -1.9910 -2.0876 -1.9738 0.145 0.031 0.133 -0.391
O -2.5989 -2.3965 -2.9714 -0.166 -0.054 -0.219 0.091
C -2.4624 -1.3724 -0.8129 0.292 0.195 0.543 -0.124
H -5.8007 -0.5290 -1.1066 -0.077 0.022 -0.002 0.079
H -4.6452 -0.5013 -2.4556 -0.081 -0.005 -0.081 0.089
H -5.0872 -2.0325 -1.7298 -0.085 -0.016 -0.069 0.088
H -4.6707 0.2315 1.1042 -0.232 0.086 0.036 0.072
H 1.5401 -2.4398 1.5059 0.065 -0.042 0.043 0.085
H 3.1683 -3.0445 1.0490 -0.058 0.097 -0.004 0.086
H 1.0774 -0.2672 0.6960 0.280 -0.049 0.056 0.091
H 4.2675 1.4675 1.4283 0.005 -0.024 0.006 0.103
H 4.4415 3.9209 1.3843 0.088 0.036 0.025 0.104
H 2.4970 5.3011 0.7428 0.003 0.102 -0.005 0.102
H 0.3574 4.1895 0.1280 -0.108 0.025 -0.036 0.118
H -0.2327 -2.9608 -2.6260 -0.137 0.039 0.060 0.150
```
Forces are in eV/Å.

Its multiplicity is 1. Its SMILES is Cc1csc2nc(SCC(=O)Nc3ccccc3F)[nH]c(=O)c12. The calculation puts the LUMO energy at 0.30 eV. As for the relative energy (zero: lowest compared OMol25 entry of this formula, charge and spin): 0.0 kJ/mol.


4.
Below is a molecular structure, C15H12LuN7O, with properties calculated with the ωB97M-V functional and the def2-TZVPD basis.

Geometry as XYZ:
```
36
Properties=species:S:1:pos:R:3:forces:R:3:lowdin_charge:R:1
Lu -12.2695 -1.8765 3.8028 0.090 0.089 0.215 1.845
N -8.3462 0.1156 3.2041 -0.309 0.329 0.302 0.098
C -8.9108 -1.0458 3.4580 -0.026 -0.476 -0.369 -0.082
N -10.1984 -0.8364 3.7458 0.511 -1.190 -0.202 -0.032
C -10.3253 0.5123 3.6640 -1.132 0.386 0.718 -0.331
N -9.2313 1.1106 3.3673 0.968 1.198 -0.580 0.178
C -11.6105 1.1812 3.9760 0.724 -0.440 0.160 -0.173
C -11.7974 2.5442 3.8961 -1.193 0.250 0.356 -0.018
N -12.9796 3.0769 4.1904 -1.031 -0.873 0.492 0.144
C -14.0015 2.2525 4.5434 1.723 1.098 -0.877 -0.021
C -13.8047 0.8785 4.5728 -1.202 0.199 0.625 -0.071
N -12.6038 0.3610 4.3673 0.290 -0.229 -1.109 -0.023
H -7.4005 0.3313 2.9340 0.265 -0.024 0.018 0.190
H -8.3855 -1.9859 3.3627 -0.161 -0.005 0.166 0.156
H -11.0741 3.2707 3.6188 0.941 0.075 -0.320 0.132
H -14.9169 2.7861 4.7206 -0.463 -0.371 0.205 0.128
H -14.6364 0.1944 4.7770 0.352 0.189 0.098 0.132
O -13.0152 -2.8855 5.2788 1.085 -0.515 0.304 -0.298
C -14.3057 -2.9984 5.6479 0.618 0.216 -1.645 -0.339
C -14.6366 -2.8549 6.9655 -2.063 0.244 0.458 0.001
C -15.9546 -2.6121 7.3057 -1.288 -0.417 -0.974 -0.010
C -16.9367 -2.6648 6.2825 -0.249 0.608 0.974 -0.052
C -16.5769 -2.9097 4.9906 0.712 -0.614 -0.766 -0.035
C -15.2373 -3.0933 4.5988 -0.744 0.052 1.490 -0.096
C -14.8958 -3.2697 3.1874 0.345 0.757 1.260 -0.290
N -13.9375 -2.6124 2.5307 1.276 0.818 1.391 -0.097
C -14.1122 -2.7937 1.1991 0.586 0.165 -1.096 -0.124
C -15.1789 -3.5758 1.0274 -1.382 -1.207 -0.154 -0.004
N -15.6312 -3.9182 2.3232 0.310 0.818 -2.287 0.181
H -13.9743 -2.9348 7.7677 1.545 0.125 0.693 0.115
H -16.2640 -2.4187 8.3311 0.210 -0.115 -0.200 0.126
H -18.0020 -2.4635 6.4407 0.537 -0.151 0.405 0.125
H -17.3318 -2.9754 4.2400 -0.575 0.105 -0.387 0.111
H -13.4249 -2.3468 0.4758 -0.536 -0.294 0.188 0.129
H -15.6855 -3.9270 0.1352 0.199 -0.017 0.287 0.139
H -16.5009 -4.3292 2.5389 -0.932 -0.784 0.163 0.165
```
Forces are in eV/Å.

Its multiplicity is 1. The calculation puts the LUMO energy at -7.20 eV. The charge is +2.